{"formula": "C45H43Cl4NO4P2V", "method": "ωB97M-V with the def2-TZVPD basis set", "elements": ["V", "C", "N", "C", "P", "C", "C", "C", "C", "C", "C", "C", "C", "C", "C", "C", "C", "C", "C", "C", "C", "C", "C", "P", "C", "C", "C", "C", "C", "C", "C", "C", "C", "C", "C", "C", "H", "H", "H", "H", "H", "H", "H", "H", "H", "H", "H", "H", "H", "H", "H", "H", "H", "H", "H", "H", "H", "H", "H", "H", "H", "H", "H", "H", "H", "C", "C", "C", "C", "C", "C", "C", "C", "C", "C", "O", "O", "H", "H", "H", "H", "H", "H", "H", "H", "H", "H", "H", "Cl", "C", "Cl", "C", "O", "O", "H", "Cl", "C", "Cl", "H", "H"], "positions_angstrom": [[-0.5380, 0.1206, 0.5345], [2.5143, 1.9428, 0.6968], [3.1821, 0.8185, 0.0920], [2.9705, -0.4253, 0.7854], [1.3184, -1.2562, 0.4395], [1.6354, -2.0584, -1.1684], [1.6013, -1.2139, -2.2781], [1.8445, -1.7072, -3.5473], [2.1130, -3.0571, -3.7233], [2.1147, -3.9101, -2.6300], [1.8706, -3.4167, -1.3557], [1.4529, -2.5367, 1.7318], [2.5564, -3.3831, 1.8468], [2.6403, -4.2769, 2.9028], [1.6372, -4.3209, 3.8613], [0.5417, -3.4768, 3.7594], [0.4484, -2.5905, 2.6970], [4.0129, 0.9264, -1.0238], [4.3143, 2.1686, -1.5985], [5.1755, 2.2722, -2.6780], [5.7699, 1.1498, -3.2313], [5.4718, -0.0863, -2.6812], [4.6099, -0.2028, -1.6045], [0.6940, 2.1151, 0.2678], [0.7872, 2.8333, -1.4121], [1.4416, 4.0385, -1.6674], [1.5273, 4.5276, -2.9591], [0.9509, 3.8232, -4.0089], [0.2846, 2.6335, -3.7624], [0.2034, 2.1372, -2.4686], [0.3197, 3.5933, 1.2876], [0.8058, 3.7343, 2.5896], [0.4514, 4.8305, 3.3622], [-0.4116, 5.7937, 2.8590], [-0.9222, 5.6492, 1.5775], [-0.5606, 4.5599, 0.7995], [3.0139, 2.8813, 0.4692], [2.5372, 1.8050, 1.7791], [2.9685, -0.2403, 1.8650], [3.7734, -1.1280, 0.5764], [1.3858, -0.1613, -2.1372], [1.8271, -1.0383, -4.3983], [2.3082, -3.4461, -4.7145], [2.2989, -4.9680, -2.7689], [1.8469, -4.0960, -0.5138], [3.3507, -3.3509, 1.1113], [3.4942, -4.9389, 2.9727], [1.7160, -5.0131, 4.6897], [-0.2414, -3.5106, 4.5057], [-0.4109, -1.9340, 2.6113], [3.8783, 3.0803, -1.2226], [5.3837, 3.2537, -3.0855], [6.4427, 1.2357, -4.0738], [5.9088, -0.9863, -3.0959], [4.3929, -1.1975, -1.2447], [1.8701, 4.6031, -0.8464], [2.0394, 5.4625, -3.1500], [1.0091, 4.2133, -5.0169], [-0.1846, 2.0945, -4.5754], [-0.3258, 1.2073, -2.2813], [1.4418, 2.9788, 3.0264], [0.8418, 4.9198, 4.3683], [-0.6857, 6.6467, 3.4661], [-1.6092, 6.3860, 1.1807], [-0.9625, 4.4632, -0.2009], [-6.1970, -4.6807, 1.4700], [-5.2363, -3.8207, 0.6939], [-3.9270, -4.2401, 0.4935], [-3.0074, -3.4580, -0.1909], [-1.6237, -3.9950, -0.4429], [-3.4103, -2.2107, -0.6852], [-4.7433, -1.8062, -0.5627], [-5.2129, -0.5165, -1.1810], [-5.6315, -2.6130, 0.1375], [-2.4045, -1.2644, -1.2851], [-2.5453, -0.7332, -2.3718], [-1.3981, -0.9682, -0.4966], [-5.6945, -5.1499, 2.3157], [-6.5989, -5.4764, 0.8387], [-7.0360, -4.0958, 1.8454], [-3.6092, -5.2036, 0.8794], [-1.5999, -5.0728, -0.2821], [-0.8996, -3.5379, 0.2284], [-1.3051, -3.7841, -1.4644], [-4.6126, 0.3237, -0.8282], [-6.2617, -0.3287, -0.9535], [-5.0870, -0.5567, -2.2623], [-6.6601, -2.2882, 0.2535], [-3.5070, 2.0119, 4.1552], [-1.7618, 1.8717, 3.9182], [-0.9681, 1.2733, 5.3874], [-1.3974, 0.9331, 2.7413], [-2.2958, 0.3704, 2.1064], [-0.1642, 0.8439, 2.4787], [-1.3751, 2.8689, 3.7314], [-2.4855, 1.8668, -0.4422], [-3.6619, 2.8182, 0.4798], [-3.9389, 4.3971, -0.2711], [-3.2793, 2.9700, 1.4815], [-4.6020, 2.2805, 0.4965]], "atomic_forces_ev_per_a": [[0.66, 2.39, 2.82], [-0.18, -0.04, 0.00], [-0.21, -0.04, -0.05], [-0.17, -0.06, -0.07], [1.67, -0.71, 0.00], [-0.18, 0.01, 0.03], [-0.02, -0.02, 0.10], [0.05, 0.02, -0.04], [-0.01, 0.00, -0.03], [0.01, -0.05, -0.01], [0.00, 0.02, 0.04], [-0.18, 0.02, -0.08], [-0.05, 0.01, 0.07], [0.08, 0.00, -0.07], [0.00, 0.00, 0.01], [0.00, -0.07, 0.05], [0.00, -0.02, -0.10], [0.16, 0.03, -0.05], [-0.04, 0.06, 0.02], [0.02, -0.05, -0.01], [0.02, 0.01, -0.04], [0.02, 0.03, -0.01], [-0.02, -0.06, 0.07], [1.34, 1.29, -0.75], [-0.03, -0.08, 0.03], [-0.06, -0.04, -0.04], [0.04, 0.07, 0.04], [-0.04, -0.02, 0.00], [-0.01, -0.01, -0.11], [0.05, 0.05, 0.12], [-0.29, -0.08, 0.07], [0.03, -0.01, -0.07], [0.02, 0.02, 0.04], [0.02, -0.04, 0.00], [-0.07, 0.08, 0.03], [0.06, -0.04, -0.02], [0.02, 0.01, 0.07], [0.09, 0.05, 0.04], [0.03, -0.01, 0.00], [0.01, 0.00, 0.07], [0.04, -0.02, -0.06], [-0.01, 0.01, 0.01], [-0.02, -0.01, 0.00], [0.00, 0.00, 0.01], [0.01, -0.01, -0.02], [0.01, -0.01, 0.00], [-0.01, 0.01, 0.05], [-0.03, 0.00, 0.00], [0.00, 0.02, -0.01], [0.00, -0.01, 0.03], [-0.03, -0.03, 0.02], [-0.02, 0.00, 0.00], [-0.01, 0.00, 0.00], [-0.01, 0.00, 0.00], [-0.04, 0.00, 0.01], [0.02, 0.01, -0.01], [-0.01, 0.00, 0.00], [0.01, -0.01, 0.00], [0.01, -0.02, 0.02], [-0.05, 0.02, -0.04], [0.01, -0.03, 0.01], [0.01, 0.01, -0.01], [-0.02, 0.00, -0.01], [0.00, -0.02, -0.02], [-0.01, 0.02, -0.01], [0.00, 0.02, -0.09], [0.04, -0.03, 0.03], [0.00, 0.03, -0.04], [-0.05, 0.02, -0.11], [-0.04, 0.10, 0.06], [0.11, -0.25, 0.16], [0.14, 0.16, -0.10], [-0.02, -0.02, 0.01], [-0.04, -0.05, 0.02], [-0.31, 0.35, -0.37], [0.06, -0.28, 0.10], [-2.24, -3.05, -2.65], [-0.03, -0.02, 0.02], [-0.01, -0.01, 0.02], [0.00, -0.01, 0.01], [-0.01, 0.00, 0.00], [0.01, 0.01, -0.03], [0.13, 0.04, 0.07], [0.06, -0.02, 0.00], [-0.08, -0.03, -0.05], [0.00, -0.02, 0.06], [-0.02, 0.07, 0.01], [0.01, 0.03, 0.00], [0.03, 0.04, 0.00], [0.05, -0.27, -0.10], [0.06, 0.03, 0.08], [-0.57, 0.31, 0.94], [0.23, -0.01, -0.18], [0.08, -0.17, 0.33], [0.03, -0.01, -0.04], [-0.31, 0.38, -0.47], [0.02, 0.09, 0.15], [-0.03, -0.03, 0.00], [0.01, -0.01, 0.00], [0.03, -0.07, 0.00]], "spin_multiplicity": 4, "homo_ev": [-7.25, -7.66], "s2": 3.76, "energy_ha": -5563.89226, "gap_ev": [7.8, 8.0]}